# 1
Molecular formula: C38H79N5O24P6
Method: DFT, wB97M-V/def2-TZVPD

Each line ends with the Mulliken charge.
CARTESIAN COORDINATES (ANGSTROEM)
C1 -21.022 17.308 -12.538  -0.745
O1 -21.523 16.870 -11.290  0.073
P1 -22.955 16.212 -11.078  0.958
O2 -23.420 15.404 -12.195  -0.787
O3 -22.743 15.439 -9.736  -0.384
C2 -22.223 16.093 -8.580  0.548
O4 -23.901 17.435 -10.690  -0.236
C3 -24.293 18.284 -11.758  -0.637
H1 -20.114 17.871 -12.342  0.146
H2 -21.702 17.958 -13.108  0.338
H3 -20.874 16.480 -13.236  0.311
H4 -22.004 17.143 -8.773  0.113
H5 -21.299 15.627 -8.234  -0.151
H6 -22.884 16.001 -7.719  -0.239
H7 -25.269 18.710 -11.547  0.258
H8 -24.415 17.725 -12.690  0.397
H9 -23.545 19.059 -11.922  0.094
C4 -14.490 13.759 -8.899  -0.575
O5 -14.506 13.134 -7.621  -0.381
P2 -15.875 13.007 -6.863  0.529
O6 -17.057 12.580 -7.604  -0.656
O7 -16.171 14.459 -6.240  0.652
C5 -15.268 14.998 -5.280  -0.605
O8 -15.476 12.139 -5.615  -0.420
C6 -16.395 11.942 -4.561  -0.538
H10 -14.028 14.748 -8.858  0.102
H11 -15.477 13.963 -9.322  0.343
H12 -13.929 13.110 -9.562  0.310
H13 -14.836 15.960 -5.560  0.283
H14 -14.427 14.354 -5.010  0.465
H15 -15.842 15.128 -4.361  -0.090
H16 -16.671 10.889 -4.488  0.382
H17 -17.311 12.526 -4.646  0.091
H18 -15.882 12.181 -3.630  0.268
C7 -17.045 23.520 -4.666  -0.638
O9 -16.698 24.434 -5.700  -0.403
P3 -15.875 23.976 -6.985  0.523
O10 -14.626 24.707 -7.151  -0.795
O11 -17.022 24.165 -8.069  0.256
C8 -17.478 25.488 -8.382  -0.143
O12 -15.729 22.392 -6.902  -0.136
C9 -15.196 21.694 -8.042  -0.667
H19 -17.151 24.085 -3.745  0.418
H20 -16.351 22.705 -4.463  0.432
H21 -18.002 23.043 -4.897  0.061
H22 -16.968 26.205 -7.746  0.391
H23 -18.549 25.499 -8.201  -0.266
H24 -17.323 25.646 -9.447  0.154
H25 -14.734 22.402 -8.737  0.520
H26 -15.927 21.123 -8.607  0.198
H27 -14.411 21.075 -7.609  0.164
C10 -19.052 16.547 -6.310  -0.635
O13 -18.663 17.904 -6.547  0.801
P4 -18.491 18.465 -8.025  -0.223
O14 -19.721 18.541 -8.810  -0.242
O15 -17.751 19.828 -7.758  0.000
C11 -18.492 21.018 -7.407  0.196
O16 -17.377 17.558 -8.666  -0.421
C12 -16.110 17.407 -7.983  0.123
H28 -20.012 16.376 -5.834  -0.178
H29 -18.253 16.053 -5.756  -0.062
H30 -19.087 16.008 -7.271  0.388
H31 -18.155 21.401 -6.445  0.041
H32 -19.561 20.827 -7.286  -0.052
H33 -18.312 21.744 -8.196  -0.139
H34 -16.039 18.019 -7.091  0.247
H35 -15.361 17.699 -8.724  0.333
H36 -15.943 16.345 -7.821  -0.509
C13 -21.443 20.705 -10.511  -0.111
O17 -20.779 21.465 -11.545  -0.459
P5 -19.703 22.559 -11.240  0.687
O18 -20.094 23.503 -10.196  -0.604
O19 -18.370 21.759 -10.906  0.022
C14 -18.091 20.462 -11.457  -0.529
O20 -19.414 23.197 -12.644  -0.418
C15 -19.046 24.545 -12.764  -0.533
H37 -21.118 19.670 -10.530  0.016
H38 -22.515 20.819 -10.647  0.304
H39 -21.190 21.140 -9.542  0.069
H40 -18.020 19.711 -10.659  -0.002
H41 -17.126 20.530 -11.958  0.387
H42 -18.839 20.107 -12.164  0.356
H43 -18.258 24.622 -13.507  0.291
H44 -18.708 24.989 -11.827  0.111
H45 -19.877 25.182 -13.070  0.288
C16 -21.924 10.951 -4.573  -0.715
O21 -22.462 12.175 -5.057  -0.324
P6 -21.785 13.578 -4.740  0.680
O22 -20.874 13.615 -3.604  -0.869
O23 -21.208 14.031 -6.137  0.548
C17 -20.222 13.191 -6.815  -0.417
O24 -23.049 14.484 -4.501  -0.398
C18 -24.074 14.657 -5.525  -0.622
H46 -21.683 10.267 -5.390  0.262
H47 -22.683 10.421 -3.993  0.259
H48 -21.054 11.084 -3.932  0.311
H49 -19.375 13.853 -6.981  -0.067
H50 -20.615 12.918 -7.790  0.247
H51 -19.925 12.366 -6.175  0.404
H52 -23.972 13.930 -6.326  0.315
H53 -24.031 15.689 -5.866  0.174
H54 -25.016 14.514 -4.996  0.291
N1 -22.683 19.396 -3.498  0.183
C19 -22.055 19.971 -4.565  -1.616
C20 -21.632 18.988 -5.417  0.040
C21 -22.084 17.758 -4.852  0.264
C22 -22.731 18.043 -3.691  -1.152
H55 -23.083 19.856 -2.706  0.207
H56 -21.957 21.035 -4.653  0.663
H57 -21.099 19.104 -6.344  0.476
H58 -22.060 16.776 -5.294  0.170
H59 -23.216 17.422 -2.956  0.526
N2 -20.835 24.608 -7.588  0.121
C23 -20.808 23.885 -6.445  -0.612
C24 -20.529 24.716 -5.384  -0.416
C25 -20.456 26.030 -5.932  -0.718
C26 -20.584 25.931 -7.287  -0.947
H60 -20.803 24.210 -8.513  0.489
H61 -20.853 22.811 -6.533  0.646
H62 -20.472 24.400 -4.359  0.547
H63 -20.452 26.924 -5.327  0.467
H64 -20.540 26.644 -8.092  0.529
N3 -10.861 19.780 -9.812  0.017
C27 -12.084 19.287 -9.426  -0.624
C28 -11.933 17.963 -9.135  0.290
C29 -10.588 17.616 -9.443  -0.772
C30 -9.943 18.772 -9.775  -0.474
H65 -10.709 20.760 -9.938  0.209
H66 -12.917 19.952 -9.274  0.368
H67 -12.723 17.275 -8.881  0.224
H68 -10.157 16.642 -9.288  0.380
H69 -8.889 18.944 -9.914  0.382
N4 -18.599 15.059 -2.376  0.160
C31 -18.322 16.372 -2.635  -1.133
C32 -17.043 16.653 -2.244  0.300
C33 -16.530 15.443 -1.698  -1.272
C34 -17.456 14.461 -1.918  -0.433
H70 -19.400 14.519 -2.679  0.430
H71 -19.094 17.060 -2.946  0.674
H72 -16.518 17.592 -2.267  0.532
H73 -15.539 15.291 -1.299  0.386
H74 -17.387 13.405 -1.712  0.535
N5 -19.090 20.050 -3.272  0.590
C35 -19.026 21.010 -2.305  -0.341
C36 -17.710 21.179 -1.967  -1.210
C37 -16.943 20.395 -2.879  -0.716
C38 -17.829 19.732 -3.687  -0.923
H75 -19.940 19.754 -3.731  0.137
H76 -19.924 21.412 -1.865  0.470
H77 -17.257 21.842 -1.250  0.471
H78 -15.873 20.269 -2.911  0.572
H79 -17.690 19.021 -4.486  0.995

Computed properties:
E_tot ... -153024.1652 eV
Structure (SMILES) ... COP(=O)(OC)OC.COP(=O)(OC)OC.COP(=O)(OC)OC.COP(=O)(OC)OC.COP(=O)(OC)OC.COP(=O)(OC)OC.c1cc[nH]c1.c1cc[nH]c1.c1cc[nH]c1.c1cc[nH]c1.c1cc[nH]c1
Frontier orbital gap ... 8.50 eV
Net charge ... 0
Relative energy (zero: lowest compared OMol25 entry of this formula, charge and spin) ... 0.0 kcal per mole
Strongest force on any atom ... 1.771 eV Å⁻¹
HOMO ... -8.0633 eV
M ... 1175.9 g/mol

# 2
Molecular formula: C30H24Br2N7O5STi
Method: DFT, wB97M-V/def2-TZVPD

Each line ends with the Löwdin spin population.
CARTESIAN COORDINATES (ANGSTROEM)
Ti1 0.378 -0.372 -0.468  0.872
C1 -2.605 -3.373 3.493  -0.002
C2 -2.463 -3.355 2.115  0.000
C3 -1.674 -2.391 1.501  -0.001
C4 -1.036 -1.430 2.279  0.001
C5 -1.171 -1.449 3.669  -0.002
C6 -1.954 -2.420 4.267  0.000
N1 -0.223 -0.439 1.635  0.002
N2 0.073 0.524 2.378  0.042
C7 0.900 1.490 1.788  0.002
C8 1.315 2.534 2.585  0.006
C9 2.133 3.499 2.020  0.004
C10 2.464 3.391 0.682  0.005
C11 1.990 2.313 -0.049  0.005
N3 1.246 1.355 0.498  0.003
H1 -3.216 -4.131 3.967  0.000
H2 -2.966 -4.095 1.504  0.000
H3 -1.568 -2.386 0.426  0.000
H4 -0.652 -0.715 4.265  0.000
H5 -2.053 -2.436 5.345  0.000
H6 0.996 2.560 3.617  0.000
H7 2.496 4.329 2.613  0.000
H8 3.078 4.132 0.190  0.000
H9 2.206 2.227 -1.101  0.000
Br1 3.062 -1.087 1.771  0.009
C12 3.572 -1.927 -1.230  0.001
C13 4.901 -1.783 -1.574  0.000
C14 5.246 -0.718 -2.395  0.000
C15 4.262 0.133 -2.864  0.000
C16 2.965 -0.090 -2.444  0.001
N4 2.638 -1.082 -1.629  0.002
C17 1.787 0.772 -2.860  0.004
O1 1.925 1.565 -3.763  0.003
O2 0.725 0.538 -2.164  0.012
H10 5.646 -2.480 -1.216  0.000
H11 6.281 -0.571 -2.677  0.000
H12 4.471 0.952 -3.538  0.000
N5 1.550 -3.826 1.329  0.002
C18 1.785 -2.919 0.375  0.005
O3 0.833 -2.304 -0.158  0.004
C19 3.062 -3.177 -0.489  0.001
C20 4.123 -3.816 0.306  0.000
N6 4.932 -4.380 0.894  0.000
C21 2.637 -4.153 -1.526  0.000
N7 2.312 -4.907 -2.327  0.000
H13 0.698 -3.679 1.854  0.000
H14 2.340 -4.175 1.853  0.000
C22 -0.492 5.518 -1.615  0.000
S1 -0.901 3.792 -1.290  0.000
C23 -1.364 3.962 0.444  0.000
H15 -1.331 6.172 -1.372  0.000
H16 -0.276 5.610 -2.680  0.000
H17 0.387 5.831 -1.049  0.000
H18 -0.545 4.392 1.027  0.000
H19 -1.581 2.960 0.817  0.000
H20 -2.250 4.587 0.556  0.000
Br2 -8.043 0.303 -2.009  0.001
C24 -6.179 0.185 -1.704  0.003
C25 -5.542 1.202 -1.009  -0.001
C26 -4.177 1.109 -0.789  0.002
C27 -3.469 0.009 -1.254  0.000
C28 -4.121 -0.999 -1.952  0.002
C29 -5.484 -0.914 -2.183  -0.001
C30 -2.015 -0.091 -0.996  0.014
O4 -1.366 -1.130 -1.317  0.001
O5 -1.389 0.844 -0.417  -0.005
H21 -6.106 2.052 -0.651  0.000
H22 -3.649 1.893 -0.262  0.000
H23 -3.549 -1.845 -2.314  0.000
H24 -6.003 -1.689 -2.729  0.000

Computed properties:
E_tot ... -226207.7093 eV
Frontier orbital gap (alpha / beta) ... 6.37 / 6.53 eV
Net charge ... 0
Relative energy (zero: lowest compared OMol25 entry of this formula, charge and spin) ... 8.4 kcal per mole
⟨S²⟩ ... 0.75
Strongest force on any atom ... 1.332 eV Å⁻¹
HOMO (alpha / beta) ... -8.1516 / -8.4000 eV
M ... 802.3 g/mol
2S+1 ... 2

# 3
Molecular formula: H14O7
Method: DFT, wB97M-V/def2-TZVPD

Each line ends with the Löwdin spin population.
CARTESIAN COORDINATES (ANGSTROEM)
O1 2.071 -3.234 1.633  0.017
H1 1.186 -2.957 1.394  0.004
H2 2.271 -3.947 1.027  0.002
O2 -2.573 -0.056 1.263  0.036
H3 -1.702 0.136 0.916  0.008
H4 -3.161 0.513 0.765  0.005
O3 0.729 2.562 -1.628  0.300
H5 1.618 2.918 -1.657  0.101
H6 0.166 3.331 -1.537  0.107
O4 -0.890 -2.175 -1.961  0.025
H7 -0.677 -1.291 -1.664  0.008
H8 -0.534 -2.748 -1.282  0.004
O5 1.706 0.963 2.497  0.088
H9 1.306 0.904 3.365  0.016
H10 2.360 1.656 2.581  0.028
O6 -1.881 0.810 -1.962  0.097
H11 -2.270 0.926 -2.829  0.017
H12 -1.327 1.581 -1.843  0.038
O7 0.233 -0.209 0.262  0.064
H13 0.513 0.491 -0.328  0.028
H14 0.856 -0.174 0.988  0.008

Computed properties:
E_tot ... -14559.4379 eV
Frontier orbital gap (alpha / beta) ... 2.59 / 10.67 eV
Net charge ... -1
Relative energy (zero: lowest compared OMol25 entry of this formula, charge and spin) ... 12.8 kcal per mole
⟨S²⟩ ... 0.75
Strongest force on any atom ... 1.428 eV Å⁻¹
HOMO (alpha / beta) ... 0.4031 / -7.6998 eV
M ... 126.1 g/mol
2S+1 ... 2

# 4
Molecular formula: C6H11NO2Si
Method: DFT, wB97M-V/def2-TZVPD

Each line ends with the Mulliken charge.
CARTESIAN COORDINATES (ANGSTROEM)
C1 -1.566 -1.351 -1.233  -0.251
C2 -0.454 -1.805 -0.649  -0.518
C3 0.663 0.850 -0.596  -0.286
C4 -2.181 -0.073 -0.967  -0.521
C5 1.975 1.507 -0.506  -1.006
C6 1.197 -0.861 2.076  -1.168
N1 -2.157 0.442 0.257  0.709
O1 -2.895 1.382 0.631  -0.661
O2 -1.185 0.032 1.192  -0.382
Si1 0.228 -0.521 0.483  0.477
H1 -2.111 -1.850 -1.998  0.379
H2 -0.144 -2.767 -1.069  0.419
H3 0.417 0.521 -1.594  0.350
H4 0.066 1.773 -0.262  0.240
H5 -3.106 0.216 -1.441  0.436
H6 2.247 1.419 0.589  0.175
H7 2.719 0.930 -1.134  0.286
H8 2.118 2.610 -1.011  0.289
H9 1.344 0.205 2.425  0.303
H10 0.637 -1.507 2.817  0.294
H11 2.190 -1.153 1.992  0.435

Computed properties:
E_tot ... -19859.4425 eV
Structure (SMILES) ... CC[Si@]1(C)C=CC=[N+]([O-])O1
Frontier orbital gap (alpha / beta) ... 8.55 / 8.55 eV
Net charge ... 0
Relative energy (zero: lowest compared OMol25 entry of this formula, charge and spin) ... 38.4 kcal per mole
Strongest force on any atom ... 4.007 eV Å⁻¹
HOMO (alpha / beta) ... -8.5070 / -8.5078 eV
M ... 157.2 g/mol